# 1
117
Properties=species:S:1:pos:R:3:lowdin_charge:R:1 method="wB97M-V/def2-TZVPD" total_charge=-1 energy_ev=-66084.9274 homo_ev=-4.665
C 2.778 -4.203 -2.450 -0.100
C 2.651 -2.900 -3.254 -0.254
C 1.254 -2.644 -3.804 -0.191
C 0.169 -2.425 -2.750 -0.251
O 0.503 -1.369 -1.897 -0.012
B -0.202 -1.381 -0.582 -0.870
C 0.492 -2.437 0.481 -0.064
C 1.678 -1.834 1.245 -0.206
C 2.799 -1.335 0.322 -0.195
C 3.120 0.149 0.511 -0.169
C 4.225 0.570 -0.436 -0.238
O 4.416 1.986 -0.398 -0.180
C 5.744 2.395 -0.544 -0.140
O -0.196 0.009 -0.025 0.050
C -1.431 0.075 0.616 -0.239
C -1.648 1.403 1.307 -0.106
C -2.659 2.308 1.010 -0.020
C -2.794 3.488 1.724 -0.082
C -1.923 3.792 2.754 -0.107
C -0.903 2.896 3.049 -0.094
C -0.773 1.722 2.340 -0.023
C -2.411 -0.500 -0.422 -0.360
C -2.510 0.321 -1.698 -0.090
O -3.238 -0.419 -2.688 -0.069
C -3.209 0.159 -3.929 -0.275
O -2.278 -0.532 -4.747 -0.099
C -2.222 -0.006 -6.051 -0.201
C -1.187 1.110 -6.193 -0.231
O -0.233 0.726 -7.177 -0.073
C -3.726 -1.061 0.121 -0.038
C -4.882 -0.140 0.414 -0.196
C -5.346 -0.046 1.724 -0.030
C -6.446 0.739 2.043 -0.089
C -7.090 1.476 1.057 -0.115
C -6.635 1.393 -0.253 -0.098
C -5.548 0.588 -0.572 -0.046
O -1.665 -1.663 -0.798 0.040
H 3.435 -4.912 -2.957 0.059
H 3.241 -4.008 -1.483 0.052
H 1.811 -4.671 -2.268 0.061
H 2.948 -2.046 -2.646 0.076
H 3.348 -2.932 -4.097 0.093
H 1.251 -1.794 -4.492 0.104
H 0.934 -3.518 -4.388 0.109
H -0.763 -2.215 -3.288 0.110
H 0.025 -3.359 -2.187 0.111
H -0.250 -2.761 1.223 0.079
H 0.837 -3.344 -0.034 0.089
H 2.098 -2.573 1.939 0.095
H 1.338 -1.003 1.870 0.091
H 3.724 -1.897 0.499 0.102
H 2.527 -1.490 -0.720 0.083
H 3.476 0.315 1.534 0.118
H 2.232 0.756 0.329 0.117
H 3.948 0.286 -1.459 0.128
H 5.156 0.067 -0.150 0.103
H 5.770 3.380 -1.014 0.080
H 6.327 1.712 -1.174 0.065
H 6.257 2.472 0.425 0.084
H -1.479 -0.684 1.420 0.161
H -3.368 2.101 0.225 0.087
H -3.599 4.166 1.469 0.099
H -2.051 4.711 3.308 0.068
H -0.212 3.127 3.852 0.095
H 0.024 1.033 2.594 0.114
H -1.498 0.523 -2.052 0.147
H -3.023 1.280 -1.553 0.113
H -4.202 0.078 -4.395 0.135
H -2.924 1.221 -3.871 0.139
H -3.211 0.365 -6.348 0.115
H -1.953 -0.816 -6.728 0.127
H -1.670 2.051 -6.478 0.110
H -0.719 1.258 -5.215 0.125
H 0.453 1.396 -7.223 0.078
H -4.048 -1.815 -0.598 0.136
H -3.447 -1.573 1.044 0.100
H -4.827 -0.617 2.484 0.082
H -6.796 0.789 3.067 0.095
H -7.933 2.109 1.305 0.088
H -7.129 1.951 -1.038 0.092
H -5.223 0.518 -1.603 0.103
C -1.171 6.960 5.624 -0.355
O -2.138 6.416 5.133 0.016
N -0.049 7.286 4.952 -0.197
C 1.070 7.936 5.596 -0.069
C 0.031 6.968 3.532 -0.028
H -1.129 7.242 6.691 0.129
H 1.275 8.904 5.132 0.086
H 1.969 7.320 5.524 0.089
H 0.842 8.097 6.648 0.078
H -0.774 7.468 2.992 0.097
H -0.076 5.895 3.381 0.075
H 0.991 7.297 3.143 0.086
C -4.272 -3.208 3.891 -0.340
O -3.752 -2.161 3.566 0.009
N -3.846 -4.410 3.456 -0.194
C -4.481 -5.646 3.850 -0.071
C -2.703 -4.440 2.551 -0.026
H -5.146 -3.264 4.564 0.133
H -3.773 -6.298 4.368 0.086
H -4.867 -6.178 2.977 0.087
H -5.311 -5.432 4.520 0.078
H -1.830 -3.990 3.024 0.092
H -2.915 -3.873 1.645 0.091
H -2.484 -5.473 2.291 0.086
C 6.406 -2.224 -1.443 -0.344
O 5.809 -3.180 -0.998 0.030
N 7.756 -2.140 -1.509 -0.199
C 8.425 -0.978 -2.047 -0.067
C 8.539 -3.259 -1.019 -0.050
H 5.902 -1.327 -1.836 0.122
H 9.037 -1.246 -2.912 0.085
H 9.070 -0.515 -1.296 0.087
H 7.682 -0.248 -2.362 0.074
H 8.294 -4.168 -1.570 0.090
H 8.328 -3.442 0.035 0.091
H 9.597 -3.034 -1.143 0.081

---

# 2
119
Properties=species:S:1:pos:R:3:lowdin_charge:R:1 method="wB97M-V/def2-TZVPD" total_charge=-1 energy_ev=-75796.5009 homo_ev=-1.413 e_above_lowest_ev=2.826
Zr 0.857 0.381 0.307 1.720
N -1.192 2.976 1.721 0.025
N -0.028 3.583 2.251 -0.020
C 1.178 2.886 2.254 -0.703
O 2.192 3.477 2.585 0.026
O 1.114 1.625 1.931 -0.244
H -1.113 2.848 0.712 0.040
H -1.973 3.581 1.934 0.065
H 0.126 4.557 2.030 0.124
C -2.829 -0.779 -2.175 -0.021
O -1.772 -1.523 -2.794 -0.013
C -0.665 -1.641 -2.054 -0.573
O -0.620 -1.418 -0.849 -0.026
N 0.340 -2.192 -2.770 0.030
N 1.642 -2.303 -2.233 0.056
H -3.618 -0.726 -2.920 0.090
H -2.481 0.219 -1.916 0.072
H -3.182 -1.299 -1.286 0.069
H 0.287 -2.114 -3.771 0.144
H 2.015 -1.353 -2.218 0.063
H 1.513 -2.508 -1.241 0.019
C -4.005 -1.848 1.501 -0.038
C -3.126 -1.489 2.705 -0.575
C -3.826 -0.462 3.602 -0.037
C -2.767 -2.749 3.499 -0.043
C -1.889 -0.879 2.193 -0.096
N -0.946 -0.396 1.765 0.190
H -4.912 -2.340 1.858 0.089
H -3.480 -2.521 0.824 0.088
H -4.287 -0.953 0.946 0.091
H -4.746 -0.898 3.994 0.087
H -4.075 0.438 3.039 0.092
H -3.188 -0.175 4.438 0.092
H -3.687 -3.205 3.871 0.088
H -2.127 -2.510 4.348 0.082
H -2.247 -3.473 2.871 0.089
C 4.579 -0.249 2.482 -0.085
C 4.527 -1.588 1.727 -0.593
C 4.846 -1.249 0.264 -0.097
C 5.619 -2.509 2.282 -0.083
P 2.755 -2.229 1.794 0.860
N 1.822 -1.391 0.880 -0.373
C 2.195 -2.198 3.607 -0.584
C 0.888 -2.997 3.712 -0.105
C 1.822 -0.763 4.007 -0.093
C 3.194 -2.732 4.640 -0.085
C 2.752 -4.045 1.222 -0.581
C 1.304 -4.414 0.833 -0.093
C 3.588 -4.179 -0.062 -0.101
C 3.295 -5.085 2.210 -0.090
H 5.517 0.252 2.226 0.087
H 4.568 -0.380 3.563 0.061
H 3.761 0.415 2.196 0.075
H 5.783 -0.684 0.237 0.089
H 4.053 -0.627 -0.145 0.036
H 4.963 -2.123 -0.372 0.059
H 6.572 -1.971 2.249 0.086
H 5.743 -3.415 1.690 0.058
H 5.447 -2.800 3.317 0.058
H 0.195 -2.701 2.925 0.054
H 0.425 -2.771 4.678 0.079
H 1.035 -4.074 3.668 0.059
H 1.121 -0.311 3.312 0.033
H 2.677 -0.097 4.087 0.063
H 1.344 -0.804 4.992 0.087
H 3.554 -3.737 4.427 0.057
H 2.695 -2.759 5.615 0.086
H 4.056 -2.074 4.744 0.063
H 0.784 -3.560 0.392 0.049
H 0.725 -4.767 1.683 0.060
H 1.329 -5.222 0.097 0.083
H 3.281 -3.484 -0.841 0.054
H 3.443 -5.190 -0.453 0.085
H 4.654 -4.054 0.119 0.056
H 2.702 -5.163 3.119 0.055
H 4.330 -4.888 2.494 0.064
H 3.272 -6.066 1.724 0.085
C -6.955 3.390 -4.362 -0.060
C -5.972 3.615 -3.243 -0.245
C -6.331 4.414 -2.161 -0.081
C -5.444 4.605 -1.113 -0.106
C -4.186 4.033 -1.162 -0.029
C -3.800 3.233 -2.243 -0.215
N -2.545 2.633 -2.225 0.071
C -1.536 2.820 -3.211 -0.203
C -1.698 3.659 -4.282 -0.088
C -0.759 3.737 -5.331 -0.164
C 0.360 2.917 -5.247 -0.169
C 0.586 2.097 -4.157 -0.092
C -0.326 2.037 -3.042 -0.141
C -0.042 1.292 -1.922 -0.507
O 1.150 0.613 -1.778 -0.293
O -0.661 1.357 -0.679 -0.345
C -4.718 2.996 -3.283 -0.172
C -4.390 2.040 -4.397 -0.041
H -7.856 3.984 -4.209 0.068
H -7.251 2.340 -4.431 0.075
H -6.527 3.660 -5.330 0.080
H -7.309 4.880 -2.143 0.095
H -5.724 5.223 -0.268 0.093
H -3.465 4.213 -0.372 0.097
H -2.154 2.453 -1.310 0.093
H -2.598 4.265 -4.329 0.102
H -0.922 4.399 -6.171 0.063
H 1.092 2.920 -6.051 0.082
H 1.471 1.472 -4.126 0.085
H -3.468 1.502 -4.191 0.068
H -4.255 2.555 -5.351 0.088
H -5.201 1.317 -4.527 0.075
C 1.985 3.875 -1.524 -0.032
O 1.871 2.796 -0.584 -0.187
C 2.483 1.618 -0.744 -0.297
C 3.624 1.608 -1.715 -0.072
H 2.967 4.344 -1.432 0.092
H 1.211 4.585 -1.247 0.098
H 1.805 3.535 -2.546 0.076
H 3.334 1.980 -2.698 0.071
H 4.032 0.607 -1.828 0.058
H 4.421 2.251 -1.324 0.092